No. 1
{
  "formula": "CH6NPS",
  "method": "the ωB97M-V functional and the def2-TZVPD basis",
  "e_homo_ha": -0.31677,
  "total_charge": 0,
  "energy_ev": -22745.9428,
  "lumo_ev": -0.72,
  "molar_mass_g_mol": 95.107,
  "largest_force_ev_per_a": 2.27,
  "smiles": "[H]/N=P\\[H].CS",
  "gap_ha": 0.290,
  "elements": ["C", "N", "P", "S", "H", "H", "H", "H", "H", "H"],
  "xyz": [[0.188, -0.627, 0.322], [1.358, 1.879, -0.268], [0.313, 3.021, -0.159], [-0.285, -2.361, 0.354], [0.719, -0.511, 1.275], [-0.735, 0.049, 0.091], [0.799, -0.312, -0.519], [0.152, -3.143, -0.674], [2.370, 2.017, -0.432], [0.816, 4.457, 0.023]],
  "forces_ev_per_angstrom": [[-0.95, 0.81, -1.54], [1.16, 1.21, -0.70], [-0.74, 0.45, 0.50], [-0.92, -1.40, 0.58], [-0.45, 0.68, -0.45], [1.41, -1.28, 1.24], [0.45, -0.56, 0.28], [0.28, 1.22, -0.05], [-0.69, 0.08, 0.50], [0.47, -1.22, -0.37]],
  "mulliken_charge": [-0.685, -0.333, 0.058, -0.276, 0.275, 0.219, 0.356, 0.104, 0.233, 0.049]
}

No. 2
{
  "formula": "C39H40IrN4O2",
  "method": "the ωB97M-V functional and the def2-TZVPD basis",
  "e_homo_ha": [-0.13831, -0.13836],
  "total_charge": -1,
  "energy_ev": -53988.1742,
  "lumo_ev": [1.90, 1.90],
  "molar_mass_g_mol": 788.992,
  "largest_force_ev_per_a": 0.94,
  "gap_ha": [0.208, 0.208],
  "elements": ["Ir", "C", "C", "C", "C", "C", "C", "N", "N", "C", "C", "C", "C", "C", "C", "H", "H", "H", "H", "H", "H", "H", "H", "H", "C", "C", "C", "C", "C", "C", "C", "C", "C", "C", "C", "C", "N", "H", "H", "H", "H", "H", "H", "H", "H", "H", "H", "H", "H", "H", "H", "H", "H", "H", "C", "C", "C", "C", "C", "C", "N", "C", "C", "C", "C", "C", "C", "C", "O", "O", "C", "C", "H", "H", "H", "H", "H", "H", "H", "H", "H", "H", "H", "H", "H", "H"],
  "xyz": [[0.708, 0.730, 0.491], [2.031, -2.086, -4.122], [1.308, -1.007, -4.614], [0.692, -0.119, -3.749], [0.813, -0.296, -2.373], [1.531, -1.376, -1.877], [2.131, -2.269, -2.751], [0.233, 0.636, -1.453], [-0.480, 1.555, -1.994], [-0.942, 2.431, -1.057], [-1.780, 3.501, -1.418], [-2.194, 4.376, -0.451], [-1.764, 4.194, 0.879], [-0.953, 3.146, 1.240], [-0.517, 2.213, 0.273], [2.506, -2.781, -4.802], [1.216, -0.859, -5.683], [0.127, 0.723, -4.122], [1.594, -1.526, -0.808], [2.678, -3.114, -2.353], [-2.079, 3.606, -2.453], [-2.842, 5.205, -0.700], [-2.078, 4.904, 1.636], [-0.630, 3.047, 2.266], [2.590, -0.475, 3.941], [2.407, 0.993, 4.336], [0.925, 1.350, 4.460], [3.206, 1.955, 3.472], [4.219, 2.669, 4.093], [5.043, 3.537, 3.398], [4.843, 3.663, 2.035], [3.845, 2.982, 1.347], [3.791, 3.204, -0.154], [2.553, 3.975, -0.612], [4.009, 1.929, -0.969], [2.981, 2.123, 2.075], [1.993, 1.392, 1.503], [2.094, -1.122, 4.670], [3.649, -0.737, 3.917], [2.162, -0.680, 2.959], [2.836, 1.098, 5.339], [0.427, 1.251, 3.499], [0.799, 2.372, 4.820], [0.433, 0.674, 5.164], [4.365, 2.528, 5.159], [5.830, 4.084, 3.900], [5.492, 4.317, 1.463], [4.648, 3.852, -0.368], [1.642, 3.414, -0.415], [2.604, 4.173, -1.686], [2.478, 4.931, -0.090], [3.179, 1.234, -0.852], [4.922, 1.423, -0.655], [4.099, 2.173, -2.030], [-2.286, -6.676, -2.508], [-2.247, -5.177, -2.355], [-1.308, -4.441, -3.067], [-1.231, -3.065, -2.918], [-2.111, -2.403, -2.084], [-3.059, -3.128, -1.371], [-3.992, -2.488, -0.556], [-3.873, -1.259, 0.093], [-5.008, -0.449, 0.153], [-5.009, 0.740, 0.862], [-3.857, 1.155, 1.510], [-2.721, 0.365, 1.429], [-2.702, -0.836, 0.731], [-1.453, -1.690, 0.805], [-1.566, -2.876, 1.078], [-0.330, -1.106, 0.577], [-3.117, -4.524, -1.480], [-4.082, -5.285, -0.611], [-1.655, -6.989, -3.340], [-3.297, -7.040, -2.695], [-1.921, -7.178, -1.608], [-0.624, -4.952, -3.735], [-0.488, -2.504, -3.467], [-2.065, -1.326, -1.978], [-4.920, -2.873, -0.561], [-5.899, -0.768, -0.377], [-5.906, 1.347, 0.891], [-3.831, 2.087, 2.058], [-1.815, 0.667, 1.937], [-4.136, -4.818, 0.372], [-3.767, -6.317, -0.475], [-5.095, -5.309, -1.030]],
  "forces_ev_per_angstrom": [[-0.93, 0.08, 0.09], [0.02, 0.01, 0.02], [0.00, -0.03, -0.04], [0.04, 0.10, -0.01], [-0.05, 0.03, -0.07], [0.01, 0.03, 0.14], [0.06, 0.02, -0.03], [-0.02, 0.20, -0.45], [-0.07, -0.27, 0.06], [0.14, -0.02, 0.06], [0.04, -0.09, -0.07], [-0.03, 0.04, 0.03], [-0.01, 0.04, 0.01], [0.04, -0.06, -0.09], [0.04, 0.09, -0.08], [0.01, -0.01, -0.01], [0.00, 0.01, -0.01], [0.01, -0.02, 0.00], [-0.01, -0.04, -0.02], [-0.01, -0.01, 0.02], [0.00, 0.01, -0.01], [-0.01, 0.02, -0.01], [0.00, 0.01, 0.01], [0.03, -0.05, 0.11], [-0.02, 0.01, -0.10], [0.02, 0.02, 0.09], [0.00, -0.01, 0.00], [0.02, 0.01, 0.11], [-0.01, -0.05, 0.05], [0.00, -0.01, -0.03], [0.02, 0.06, -0.01], [0.07, 0.12, -0.06], [0.03, 0.04, -0.05], [-0.08, -0.04, 0.02], [-0.07, -0.05, 0.01], [-0.20, -0.10, 0.40], [0.86, -0.01, -0.15], [-0.01, -0.01, 0.00], [0.01, -0.01, -0.02], [0.03, -0.01, 0.07], [-0.02, -0.01, -0.01], [-0.08, 0.02, -0.05], [-0.01, 0.03, -0.02], [0.00, 0.00, 0.02], [0.00, 0.00, 0.00], [0.01, 0.01, 0.00], [0.01, 0.02, -0.01], [0.01, -0.02, -0.01], [-0.01, 0.00, -0.01], [0.01, 0.00, -0.02], [0.00, 0.02, 0.02], [0.00, -0.01, -0.01], [0.03, -0.02, 0.01], [0.00, 0.01, -0.04], [0.01, 0.00, -0.01], [-0.01, 0.01, 0.03], [0.00, 0.02, 0.00], [-0.03, 0.00, -0.04], [0.02, 0.01, -0.05], [0.02, -0.08, -0.03], [-0.16, -0.06, 0.02], [-0.05, 0.01, -0.04], [-0.04, 0.04, 0.02], [0.01, -0.02, -0.02], [0.03, -0.04, -0.01], [-0.02, 0.04, 0.05], [0.11, 0.08, 0.07], [-0.27, 0.03, 0.06], [0.06, -0.02, 0.05], [0.49, -0.11, 0.08], [0.01, 0.00, 0.00], [0.02, 0.01, -0.02], [0.01, 0.00, 0.00], [-0.01, -0.01, -0.01], [0.00, -0.01, 0.02], [0.01, -0.01, -0.02], [-0.07, -0.02, -0.01], [0.00, 0.01, -0.01], [0.03, 0.01, 0.00], [-0.02, 0.00, -0.01], [-0.01, 0.00, 0.00], [0.00, 0.02, 0.01], [-0.03, -0.01, 0.01], [0.01, 0.01, 0.03], [-0.01, -0.02, -0.01], [-0.02, 0.01, 0.00]],
  "mulliken_charge": [-0.216, -0.529, -0.689, -0.154, -0.401, 0.216, -0.818, 1.405, -0.747, 0.781, -0.553, -0.751, -0.608, -0.265, -0.008, 0.382, 0.370, 0.397, 0.239, 0.408, 0.445, 0.349, 0.419, 0.254, -1.415, 0.378, -1.154, 0.641, -0.909, -1.300, -1.041, 0.752, 0.561, -1.311, -1.337, 0.783, -0.367, 0.405, 0.353, 0.134, 0.510, -0.084, 0.315, 0.482, 0.314, 0.360, 0.315, 0.588, 0.238, 0.426, 0.393, 0.020, 0.398, 0.415, -1.901, 1.396, -1.275, -0.527, -0.949, -0.385, 0.072, -0.120, -0.818, -0.686, -0.947, -0.098, 0.769, 0.127, -0.726, -0.478, 1.340, -1.934, 0.389, 0.379, 0.364, 0.309, 0.705, 0.751, 0.366, 0.386, 0.363, 0.437, 0.740, 0.392, 0.455, 0.320]
}

No. 3
{
  "formula": "C17H35N3O8",
  "method": "the ωB97M-V functional and the def2-TZVPD basis",
  "e_homo_ha": -0.31385,
  "total_charge": 0,
  "energy_ev": -39041.9495,
  "lumo_ev": 0.33,
  "molar_mass_g_mol": 409.480,
  "largest_force_ev_per_a": 2.11,
  "smiles": "N#CO[C@@H]1OC(=O)C[C@@H]1O.COCCNCCOC.COCCNCCOC",
  "gap_ha": 0.326,
  "elements": ["N", "C", "O", "C", "O", "C", "O", "C", "C", "O", "H", "H", "H", "H", "H", "C", "O", "C", "C", "N", "C", "C", "O", "C", "H", "H", "H", "H", "H", "H", "H", "H", "H", "H", "H", "H", "H", "H", "H", "C", "O", "C", "C", "N", "C", "C", "O", "C", "H", "H", "H", "H", "H", "H", "H", "H", "H", "H", "H", "H", "H", "H", "H"],
  "xyz": [[6.129, -2.091, 0.220], [5.927, -1.047, -0.241], [5.775, 0.136, -0.694], [6.153, 1.010, 0.378], [5.912, 2.368, 0.128], [6.391, 2.979, 1.261], [6.071, 4.070, 1.621], [7.361, 2.020, 1.986], [7.589, 1.007, 0.859], [8.318, 1.655, -0.179], [5.490, 0.768, 1.210], [6.864, 1.475, 2.775], [8.283, 2.497, 2.260], [8.045, 0.051, 1.067], [9.239, 1.690, 0.078], [-1.427, -2.098, -3.372], [-1.192, -0.859, -2.733], [-0.795, -0.978, -1.368], [0.634, -0.513, -1.192], [1.571, -1.444, -1.811], [2.945, -0.955, -1.880], [3.240, 0.262, -2.742], [3.063, 0.051, -4.130], [1.749, 0.266, -4.613], [-1.824, -1.887, -4.363], [-0.503, -2.677, -3.484], [-2.161, -2.694, -2.821], [-0.926, -1.998, -0.997], [-1.447, -0.326, -0.786], [0.857, -0.440, -0.124], [0.710, 0.492, -1.629], [1.257, -1.645, -2.751], [3.550, -1.780, -2.265], [3.294, -0.752, -0.863], [4.299, 0.488, -2.613], [2.692, 1.153, -2.414], [1.226, 1.038, -4.044], [1.163, -0.658, -4.602], [1.828, 0.592, -5.651], [-6.407, -1.072, 4.560], [-6.718, -1.311, 3.201], [-7.441, -0.255, 2.579], [-6.603, 0.410, 1.509], [-5.504, 1.166, 2.098], [-4.524, 1.654, 1.132], [-3.704, 0.621, 0.364], [-2.805, -0.115, 1.177], [-3.358, -1.267, 1.790], [-5.956, -1.980, 4.958], [-5.692, -0.250, 4.673], [-7.309, -0.848, 5.138], [-7.789, 0.475, 3.314], [-8.321, -0.701, 2.106], [-7.234, 1.091, 0.932], [-6.243, -0.378, 0.834], [-5.028, 0.579, 2.769], [-3.824, 2.287, 1.681], [-5.036, 2.300, 0.413], [-3.080, 1.171, -0.347], [-4.327, -0.052, -0.236], [-4.140, -1.722, 1.177], [-3.755, -1.040, 2.783], [-2.553, -1.991, 1.919]],
  "forces_ev_per_angstrom": [[-0.28, 0.70, -0.38], [0.41, -2.04, 0.34], [0.33, 1.55, -0.34], [-0.37, -0.14, 0.89], [-0.68, 0.11, -0.29], [0.40, 0.64, 0.91], [0.07, -0.42, -0.54], [-0.19, -0.72, -1.31], [0.31, 0.91, -0.83], [0.03, -0.31, -0.14], [-0.04, -0.64, 0.07], [-0.07, 0.38, 0.71], [0.15, 0.36, 0.50], [-0.27, -0.37, 0.49], [0.33, -0.02, 0.00], [0.02, 0.16, -0.02], [0.00, -0.29, -0.04], [-0.05, 0.43, 0.05], [0.09, -0.17, -0.23], [-0.01, 0.21, 0.09], [-0.08, -0.41, -0.12], [0.22, 0.19, 0.00], [-0.17, 0.05, 0.05], [0.14, -0.11, -0.16], [0.00, 0.04, 0.00], [-0.05, -0.10, 0.05], [0.03, -0.06, 0.00], [0.06, -0.07, -0.10], [0.03, -0.08, 0.05], [0.02, 0.02, 0.01], [-0.08, 0.08, 0.14], [-0.02, -0.03, -0.03], [0.08, 0.03, 0.05], [-0.09, 0.02, 0.05], [0.03, 0.06, -0.05], [-0.12, -0.05, -0.04], [-0.03, -0.03, 0.06], [-0.12, 0.07, 0.07], [0.04, 0.02, 0.01], [0.02, -0.09, -0.11], [0.06, 0.13, 0.19], [-0.14, -0.17, -0.27], [0.22, 0.01, 0.17], [-0.05, -0.06, -0.18], [0.00, 0.04, 0.23], [0.13, 0.24, -0.12], [-0.27, -0.08, -0.03], [0.29, 0.02, 0.09], [0.00, -0.02, -0.04], [-0.07, 0.05, 0.08], [0.02, 0.05, 0.04], [0.10, 0.03, 0.05], [-0.02, 0.01, 0.02], [0.02, 0.01, -0.03], [-0.15, -0.02, -0.08], [0.00, -0.01, 0.06], [0.04, 0.02, -0.06], [-0.03, -0.03, -0.03], [0.01, 0.00, 0.00], [-0.05, -0.09, 0.12], [-0.06, 0.04, 0.01], [-0.13, -0.06, -0.03], [0.02, 0.01, -0.05]],
  "mulliken_charge": [-0.536, 0.638, -0.360, -0.165, -0.359, 0.515, -0.525, -0.629, 0.025, -0.541, 0.412, 0.279, 0.371, 0.536, 0.343, -0.734, -0.370, -0.436, -0.232, -0.284, -0.631, -0.298, -0.457, -0.553, 0.250, 0.322, 0.336, 0.500, 0.000, 0.345, 0.173, 0.159, 0.292, 0.278, 0.261, 0.312, 0.271, 0.179, 0.305, -0.728, -0.350, -0.811, -0.180, -0.302, -1.148, -0.188, -0.412, -0.689, 0.243, 0.310, 0.346, 0.407, 0.393, 0.376, 0.167, 0.104, 0.428, 0.430, 0.409, 0.338, 0.315, 0.239, 0.311]
}

No. 4
{
  "formula": "C2H6N2S",
  "method": "the ωB97M-V functional and the def2-TZVPD basis",
  "e_homo_ha": -0.32510,
  "total_charge": 0,
  "energy_ev": -15985.6027,
  "lumo_ev": 0.83,
  "molar_mass_g_mol": 90.151,
  "largest_force_ev_per_a": 2.37,
  "smiles": "[H]/N=C/N(C)S",
  "gap_ha": 0.355,
  "elements": ["C", "C", "H", "H", "H", "H", "H", "H", "N", "N", "S"],
  "xyz": [[-0.855, 1.705, 0.015], [1.241, 0.463, 0.019], [-0.041, 2.444, -0.019], [-1.494, 1.795, -0.882], [-1.481, 1.760, 0.877], [-0.831, -1.449, 1.173], [1.637, 1.465, 0.106], [2.891, -0.307, -0.095], [-0.138, 0.430, -0.003], [1.894, -0.620, -0.015], [-0.956, -1.086, -0.077]],
  "forces_ev_per_angstrom": [[0.48, -0.79, -1.16], [-1.33, -1.06, 0.00], [-0.81, 0.22, 0.19], [0.33, 0.11, 0.34], [-0.32, 0.41, 0.75], [0.17, -0.19, 1.03], [0.25, 0.26, -0.18], [-0.84, -0.84, 0.33], [-0.21, -0.14, 0.12], [2.21, 0.80, -0.29], [0.07, 1.22, -1.13]],
  "mulliken_charge": [-0.687, 0.149, 0.240, 0.256, 0.268, 0.119, 0.211, 0.236, -0.081, -0.577, -0.134]
}

Table of ΔE to the lowest compared entry with this formula, charge and spin (kcal per mole), in record order: 65.4 0.0 0.0 27.6